1.
This record from the OMol25 dataset describes a molecular structure, C5H8N2O. The level of theory is ωB97M-V with the def2-TZVPD basis set.

Lowest unoccupied orbital energy (eV): 0.46
ΔE to the lowest compared entry with this formula, charge and spin (kcal/mol): 180.8
E_tot (eV): -10334.88697
Max |F| (eV/A): 7.43

Each line ends with the Löwdin charge.
Cartesian coordinates (Å):
C (0.786, 0.474, -0.176)  -0.540
C (0.373, -0.881, -1.045)  0.007
C (-0.827, -0.938, 0.013)  -0.255
C (0.115, -0.258, 1.034)  -0.149
C (-0.064, 1.583, -0.140)  -0.110
H (2.625, -0.134, 0.628)  0.255
H (1.195, -1.494, -0.292)  0.152
H (0.646, -0.772, -2.196)  0.143
H (-1.273, -1.837, 0.317)  0.108
H (0.342, -1.205, 1.569)  0.122
H (-0.109, 0.625, 1.755)  0.149
H (-2.881, -0.109, -0.745)  0.232
H (0.152, 2.592, -0.229)  0.093
N (-1.855, 0.186, -0.106)  -0.115
N (-1.443, 1.461, -0.222)  0.009
O (2.218, 0.706, -0.163)  -0.102


2.
This record from the OMol25 dataset describes a molecular structure, C42H45AsGeN2O3S4SbSeW. The level of theory is ωB97M-V with the def2-TZVPD basis set.

Lowest unoccupied orbital energy (eV): 1.60
Charge: -1
ΔE to the lowest compared entry with this formula, charge and spin (kcal/mol): 0.0
E_tot (eV): -287814.89147
Max |F| (eV/A): 0.98

Each line ends with the Löwdin charge.
Cartesian coordinates (Å):
W (0.146, -0.769, -1.156)  1.121
C (1.803, 3.073, 1.173)  -0.090
O (0.928, 1.978, 1.322)  -0.188
C (-0.411, 2.212, 1.180)  -0.248
C (-0.989, 3.449, 1.408)  -0.026
C (-2.373, 3.603, 1.344)  -0.121
C (-3.167, 2.509, 1.056)  -0.125
C (-2.586, 1.271, 0.811)  -0.054
C (-1.208, 1.101, 0.844)  -0.229
N (-0.583, -0.143, 0.647)  -0.118
N (-1.425, -1.144, 0.081)  -0.146
C (-1.270, -2.436, 0.677)  -0.201
C (-0.015, -2.978, 0.613)  -0.414
O (0.938, -2.224, 0.040)  -0.401
C (0.253, -4.269, 1.118)  -0.038
C (-0.764, -5.000, 1.649)  -0.038
C (-2.085, -4.490, 1.697)  -0.179
C (-3.156, -5.244, 2.234)  -0.051
C (-4.427, -4.745, 2.265)  -0.105
C (-4.688, -3.457, 1.745)  -0.094
C (-3.677, -2.703, 1.221)  -0.017
C (-2.347, -3.194, 1.190)  -0.100
H (1.777, 3.739, 2.041)  0.091
H (1.562, 3.641, 0.269)  0.099
H (2.804, 2.653, 1.087)  0.074
H (-0.366, 4.297, 1.660)  0.101
H (-2.814, 4.574, 1.535)  0.096
H (-4.244, 2.612, 1.004)  0.101
H (-3.192, 0.416, 0.555)  0.092
H (1.261, -4.657, 1.043)  0.118
H (-0.577, -5.999, 2.028)  0.112
H (-2.946, -6.236, 2.621)  0.105
H (-5.237, -5.335, 2.676)  0.091
H (-5.700, -3.070, 1.759)  0.094
H (-3.871, -1.722, 0.810)  0.094
S (1.239, -2.666, -4.861)  -0.145
As (0.347, -2.796, -2.989)  -0.136
S (-1.068, -0.558, -2.966)  0.155
S (2.559, -0.603, -1.975)  0.691
S (-0.731, -4.462, -2.400)  -0.033
C (1.992, 1.814, -3.324)  -0.045
C (1.794, 0.861, -2.201)  -0.938
O (0.852, 1.116, -1.353)  -0.312
H (2.428, 2.738, -2.938)  0.096
H (1.008, 2.052, -3.734)  0.063
H (2.632, 1.394, -4.094)  0.086
C (4.981, -4.897, 2.918)  -0.103
C (4.722, -4.067, 4.003)  -0.095
C (4.113, -2.836, 3.805)  -0.125
C (3.759, -2.414, 2.525)  -0.386
C (4.028, -3.253, 1.446)  -0.145
C (4.633, -4.490, 1.639)  -0.096
Sb (2.770, -0.543, 2.136)  1.555
C (3.794, 0.580, 3.683)  -0.377
C (4.914, 1.321, 3.303)  -0.157
C (5.639, 2.062, 4.228)  -0.106
C (5.245, 2.080, 5.558)  -0.108
C (4.130, 1.354, 5.953)  -0.095
C (3.413, 0.611, 5.023)  -0.132
C (1.078, -0.972, 3.381)  -0.372
C (0.660, -2.283, 3.587)  -0.124
C (-0.526, -2.557, 4.259)  -0.080
C (-1.304, -1.519, 4.744)  -0.088
C (-0.884, -0.206, 4.570)  -0.086
C (0.295, 0.063, 3.892)  -0.152
H (5.450, -5.861, 3.072)  0.095
H (4.990, -4.383, 5.004)  0.096
H (3.906, -2.200, 4.659)  0.092
H (3.741, -2.951, 0.445)  0.085
H (4.823, -5.136, 0.791)  0.100
H (5.233, 1.320, 2.265)  0.085
H (6.507, 2.626, 3.909)  0.095
H (5.803, 2.660, 6.284)  0.094
H (3.814, 1.366, 6.989)  0.097
H (2.536, 0.062, 5.347)  0.089
H (1.245, -3.106, 3.200)  0.085
H (-0.852, -3.584, 4.373)  0.102
H (-2.241, -1.729, 5.246)  0.098
H (-1.488, 0.614, 4.940)  0.099
H (0.594, 1.093, 3.742)  0.095
C (-0.748, 4.360, -5.055)  -0.237
Ge (-1.804, 2.839, -5.698)  0.743
C (-2.778, 3.439, -7.296)  -0.232
C (-0.675, 1.325, -6.185)  -0.221
C (-3.121, 2.281, -4.340)  -0.617
Se (-2.576, 2.547, -2.478)  0.839
C (-3.032, 4.434, -2.376)  -0.406
H (0.125, 4.510, -5.692)  0.017
H (-0.414, 4.193, -4.031)  -0.006
H (-1.346, 5.272, -5.079)  0.013
H (-2.085, 3.746, -8.081)  0.013
H (-3.420, 4.289, -7.055)  0.012
H (-3.404, 2.638, -7.690)  0.015
H (0.042, 1.605, -6.958)  0.022
H (-1.298, 0.519, -6.576)  0.028
H (-0.123, 0.922, -5.335)  -0.031
H (-3.309, 1.211, -4.432)  -0.004
H (-4.076, 2.790, -4.483)  0.008
H (-2.339, 5.048, -2.947)  -0.003
H (-2.967, 4.697, -1.321)  -0.001
H (-4.051, 4.593, -2.725)  0.020


> Among the records above, which one has the lowest max |F|?

C42H45AsGeN2O3S4SbSeW


> Among the records above, which one has the highest ΔE to the lowest compared entry with this formula, charge and spin?

C5H8N2O